58
Properties=species:S:1:pos:R:3:forces:R:3:lowdin_charge:R:1 method="wB97M-V/def2-TZVPD" relative_energy_kj_mol=187.5 orbital_gap_ha=0.30232 e_tot_ha=-1566.119403 smiles="COc1ccc2cc([C@@H]3c4cc(OC)c(OC)cc4CCN3C(=O)c3ccco3)c(=O)[nH]c2c1"
C -6.21820 -3.32686 1.55103 -0.025 -0.101 0.228 -0.08
O -6.02061 -2.74056 0.28593 0.093 0.157 -0.271 -0.07
C -4.88705 -2.03543 0.06152 0.258 0.168 -0.077 -0.27
C -4.76699 -1.48301 -1.22728 -0.153 -0.085 -0.008 0.00
C -3.66229 -0.75190 -1.57062 -0.022 -0.112 0.267 -0.02
C -2.62973 -0.53666 -0.64725 -0.176 -0.266 0.365 -0.15
C -1.46511 0.23045 -0.93403 0.387 0.011 0.350 0.04
C -0.50244 0.45824 -0.01121 -0.075 0.083 -0.570 -0.09
C 0.69619 1.34135 -0.29522 -0.394 -0.369 -0.292 -0.15
C 1.97661 0.54193 -0.21294 0.353 0.009 -0.004 -0.11
C 2.02244 -0.71405 -0.79595 0.287 -0.030 0.052 0.07
C 3.17310 -1.49335 -0.80011 -0.138 0.109 -0.028 -0.18
O 3.01744 -2.69663 -1.42599 -0.108 0.298 0.072 -0.07
C 4.06126 -3.64225 -1.47181 0.247 -0.386 -0.089 -0.08
C 4.33516 -0.98220 -0.19353 0.082 -0.111 -0.030 -0.18
O 5.47604 -1.74945 -0.20075 -0.444 0.009 -0.139 -0.12
C 6.62261 -1.25904 0.44620 0.167 0.061 0.082 -0.08
C 4.27762 0.27821 0.38469 0.029 -0.069 -0.049 0.04
C 3.12357 1.04699 0.37963 -0.026 -0.035 -0.109 -0.17
C 3.06775 2.39487 1.03121 -0.210 -0.007 0.043 -0.10
C 1.68532 2.55739 1.64893 0.385 0.324 0.389 -0.12
N 0.68365 2.49023 0.60280 0.319 -0.034 0.021 0.02
C -0.34591 3.36405 0.65234 0.132 0.216 -0.093 -0.38
O -0.46602 4.19684 1.53711 -0.265 -0.002 0.013 0.08
C -1.36630 3.30462 -0.42722 -1.042 0.355 0.469 -0.19
C -2.72373 3.42242 -0.30402 0.784 -0.061 0.116 0.01
C -3.24679 3.38731 -1.61666 0.337 -0.073 -0.374 -0.05
C -2.17172 3.27335 -2.44181 -0.791 0.001 -0.120 -0.12
O -1.03103 3.22059 -1.73430 0.540 -0.008 -0.007 0.03
C -0.59598 -0.14140 1.31560 -0.225 -0.193 0.050 -0.38
O 0.23371 -0.05987 2.20304 0.182 0.096 0.102 0.08
N -1.74619 -0.87474 1.53476 -0.044 -0.149 0.374 0.18
C -2.75543 -1.08690 0.64062 -0.201 0.160 -0.758 -0.17
C -3.88063 -1.83501 0.99079 -0.281 -0.195 0.122 0.05
H -5.43799 -4.05976 1.77899 -0.018 0.038 -0.009 0.10
H -7.18073 -3.83209 1.49421 0.079 0.024 0.051 0.09
H -6.25258 -2.57120 2.34192 0.015 -0.023 -0.031 0.10
H -5.56929 -1.65539 -1.92593 -0.093 -0.016 -0.099 0.12
H -3.57514 -0.32707 -2.55901 -0.001 0.054 -0.123 0.12
H -1.37248 0.64235 -1.92949 0.053 0.145 -0.083 0.13
H 0.61382 1.71027 -1.32673 -0.028 -0.166 0.232 0.16
H 1.14831 -1.13333 -1.26997 -0.098 -0.093 -0.051 0.13
H 3.64248 -4.49885 -2.00061 0.049 0.039 0.041 0.09
H 4.37325 -3.95018 -0.47167 -0.012 0.008 -0.083 0.09
H 4.92735 -3.26514 -2.01946 -0.070 -0.060 0.048 0.09
H 6.44307 -1.08588 1.51213 0.006 0.017 -0.039 0.10
H 7.37469 -2.03868 0.33084 -0.005 0.091 0.041 0.09
H 6.98692 -0.33662 -0.01796 -0.022 -0.022 0.038 0.10
H 5.15371 0.69043 0.85957 0.126 -0.001 0.058 0.11
H 3.23319 3.18154 0.28840 0.032 0.066 0.073 0.13
H 3.83513 2.48612 1.80025 0.022 0.004 0.008 0.12
H 1.50846 1.75585 2.37267 0.032 0.180 -0.045 0.12
H 1.56730 3.52428 2.14064 0.036 -0.167 -0.071 0.12
H -3.26737 3.51570 0.61276 -0.044 0.050 0.247 0.12
H -4.27671 3.44650 -1.90229 -0.197 0.013 -0.139 0.10
H -2.08545 3.23231 -3.51009 0.119 0.004 -0.124 0.12
H -1.81890 -1.28776 2.45757 0.111 0.111 -0.138 0.17
H -3.94137 -2.24292 1.98776 -0.054 -0.067 0.100 0.11